[1]
A molecular structure, C27H46Ge2N2O7P2ScSeSi in a non-equilibrium geometry. Source: OMol25; level of theory: ωB97M-V/def2-TZVPD.

```
89
Properties=species:S:1:pos:R:3:forces:R:3:mulliken_charge:R:1
Sc 2.65213 -3.09437 -0.45984 -0.752 -1.951 1.140 0.72
C -6.32553 1.61841 -3.11913 -0.558 -0.578 -0.103 -1.04
C -5.19222 1.17586 -2.20251 1.593 -1.141 0.774 -0.61
Ge -3.68921 2.46270 -1.85722 -2.112 0.686 0.626 0.28
C -2.91399 2.98055 -3.64077 1.122 0.131 0.937 -0.58
C -3.05016 1.94576 -4.75213 -0.968 -0.676 0.318 -1.07
C -4.54748 4.07638 -1.05586 -1.077 0.769 0.967 -0.59
C -3.94793 4.46081 0.12228 0.903 -1.642 -1.789 -0.11
Ge -2.86017 2.81951 0.50139 0.422 1.139 -0.891 -0.20
C -0.93742 3.31418 0.53066 1.106 -0.441 -0.061 -0.62
C -0.30421 4.18675 1.65852 0.141 0.110 0.272 -0.94
C -3.60539 1.85464 2.03775 -0.510 0.154 0.823 -0.60
C -2.58921 1.36525 3.10012 0.301 0.307 -0.006 -1.05
C -3.75680 5.74382 0.76498 -1.058 1.815 2.527 0.47
C -3.86627 6.97650 0.08656 0.118 -1.657 -0.684 -0.40
C -3.46092 8.17695 0.61875 0.956 0.909 0.077 -0.56
C -3.05902 8.24176 1.96126 -0.084 0.868 0.095 -0.32
C -3.19165 7.10050 2.76794 -0.040 0.179 -0.274 -0.65
C -3.49666 5.87956 2.17666 0.202 -0.625 -1.027 0.09
H -6.83046 0.67904 -3.50622 0.308 1.367 0.139 0.30
H -5.96267 2.25213 -3.92345 -0.022 -0.248 -0.436 0.24
H -7.07942 2.26683 -2.60030 0.656 -0.799 -0.145 0.31
H -4.53767 0.28977 -2.51620 -1.446 0.737 -0.332 0.34
H -5.63807 0.81600 -1.26382 0.346 0.263 0.011 0.41
H -1.84972 3.12837 -3.32898 -0.573 0.106 -0.693 0.36
H -3.31329 3.95345 -3.95753 0.118 -0.214 0.307 0.43
H -2.94828 0.91635 -4.32812 -0.008 0.615 -0.549 0.22
H -2.33422 2.07670 -5.56506 0.024 0.037 0.098 0.39
H -4.07707 2.01837 -5.18983 0.839 -0.233 0.271 0.25
H -5.50355 4.55513 -1.39990 1.149 0.197 -0.174 0.36
H -0.68650 3.73309 -0.48154 -0.517 0.024 0.884 0.35
H -0.39352 2.36088 0.48558 0.005 -0.121 0.199 0.35
H -0.70734 5.22402 1.57246 0.515 -0.706 0.255 0.22
H 0.82097 4.18843 1.58741 -1.073 0.239 -0.238 0.35
H -0.48059 3.82273 2.70981 -0.266 0.218 -1.077 0.23
H -4.34473 1.08448 1.73722 0.645 0.295 0.052 0.53
H -4.22562 2.63553 2.50587 0.055 -0.176 -0.208 0.42
H -1.56892 1.47011 2.74133 0.258 0.210 -0.049 0.23
H -2.67719 0.30675 3.27328 -0.308 -0.448 0.288 0.34
H -2.62257 1.89758 4.08118 -0.258 -0.359 -0.828 0.26
H -4.17773 6.88017 -0.94231 0.090 0.341 -0.292 0.38
H -3.30749 9.04160 -0.07652 -0.465 -0.733 0.922 0.30
H -2.66208 9.21372 2.36359 -0.565 -1.186 -0.308 0.33
H -3.06946 7.14927 3.85611 0.214 0.025 -0.516 0.38
H -3.46085 4.98080 2.79979 -0.153 0.211 -0.167 0.21
C 2.02503 -2.51977 -5.24679 -0.339 0.457 -0.006 -1.65
C 2.91059 -2.44704 -4.00781 0.480 1.253 -1.265 1.20
O 3.99216 -1.53598 -4.36518 -0.200 -0.950 1.785 -0.54
P 3.40005 -4.10716 -3.45595 0.491 -0.824 -0.402 0.66
O 2.33740 -5.17517 -3.89810 0.094 0.252 -0.235 -0.52
O 4.62327 -4.38181 -4.39227 1.325 -1.129 0.921 -0.53
O 3.60035 -4.18066 -1.96089 0.502 0.340 -0.005 -0.45
P 2.00287 -1.77464 -2.61945 -0.086 3.120 1.104 1.16
O 1.19115 -0.54159 -3.25972 -0.148 -0.930 1.185 -0.52
O 3.08386 -1.32563 -1.54038 -1.652 -1.073 -1.531 -0.72
O 1.10000 -2.78969 -1.91489 0.723 0.098 -0.129 -0.67
H 2.40332 -3.22600 -5.97539 0.048 -0.008 -0.155 0.42
H 1.89695 -1.51480 -5.68553 0.433 -0.460 0.242 0.40
H 1.03866 -2.80238 -4.92572 -0.588 -0.498 -0.137 0.41
H 4.44913 -1.28641 -3.52395 -0.289 -0.100 -0.878 0.37
H 1.53267 -5.23805 -3.36759 -0.082 -0.038 0.177 0.38
H 5.35896 -5.02603 -4.13814 -1.554 1.112 -0.382 0.43
H 0.37910 -0.30421 -2.74428 0.832 -0.158 -0.542 0.36
C 2.31906 -5.18247 4.46003 1.569 -0.214 0.095 -0.88
Si 2.60781 -6.23970 2.90802 0.015 -0.926 -0.002 0.52
C 1.52226 -7.78221 2.87198 -0.484 0.341 0.775 -1.00
C 4.39175 -6.86587 2.63349 0.418 -0.048 1.718 -1.11
Se 1.61535 -4.98818 1.21741 0.570 0.835 -0.989 -0.38
H 2.40873 -5.70168 5.44204 -0.419 0.180 -0.776 0.41
H 1.38633 -4.66656 4.30690 -0.508 0.054 0.323 0.28
H 3.11708 -4.41114 4.49388 -0.344 -0.237 -0.097 0.11
H 1.66324 -8.42335 3.76168 0.109 0.376 -0.195 0.35
H 1.73872 -8.42449 2.01241 -0.302 0.327 -0.073 0.27
H 0.46591 -7.42602 2.91382 0.603 -0.543 -0.368 0.27
H 4.59338 -7.82612 3.19861 -0.647 0.924 -0.364 0.34
H 5.13462 -6.16314 3.08593 -0.387 -0.327 -0.747 0.30
H 4.62656 -7.12693 1.61430 0.080 0.328 -0.470 0.36
N 6.48187 0.01059 5.33179 -1.212 -0.695 -2.212 -0.38
C 5.92770 -0.36576 4.37309 1.274 0.585 1.828 -0.22
C 5.19617 -0.97190 3.28307 0.002 -0.243 -0.039 0.79
C 5.66766 -1.05105 1.97493 -0.536 -0.413 -1.309 -0.69
C 4.89447 -1.71277 0.97458 1.118 0.508 0.841 -0.12
N 3.66437 -2.18496 1.25278 0.952 0.178 0.783 0.07
C 3.23637 -2.16282 2.54174 0.509 0.778 -0.058 -0.52
C 3.99722 -1.59239 3.59024 -1.354 -0.994 -1.354 -0.72
H 6.60483 -0.58801 1.70188 0.080 -0.150 0.002 0.48
H 5.33286 -1.92203 -0.04674 -0.700 0.628 1.218 0.34
H 2.24049 -2.58724 2.65841 0.341 0.004 0.391 0.69
H 3.61979 -1.69360 4.59255 -0.010 0.260 0.194 0.51
```
Forces are in eV/Å.

Calculated values
net charge: +1
Kohn-Sham gap: 5.10 eV
calculated total energy: -9980.85499 a.u.
energy relative to the best compared isomer or geometry (same formula, charge and spin): 55.92 kJ/mol


[2]
5 unconnected molecules or ions with the total composition C27H47BClO9S4 in a non-equilibrium geometry. Source: OMol25; level of theory: ωB97M-V/def2-TZVPD.

```
89
Properties=species:S:1:pos:R:3:forces:R:3:mulliken_charge:R:1
C -3.37417 3.20225 3.42760 -0.849 -0.237 -0.938 -1.13
C -2.95896 3.13583 1.88648 1.605 -0.465 1.559 1.53
Cl -4.13599 4.04432 0.81734 0.127 -0.361 0.336 -0.31
C -1.47386 3.67911 1.63905 -0.696 -0.504 -0.152 -1.14
B -0.73177 2.53926 0.67028 0.225 0.904 -0.244 0.64
C 0.45152 3.26338 -0.26495 0.555 0.412 -0.360 -0.77
C 0.10975 3.32107 -1.76737 0.925 0.776 0.623 0.33
O 0.03783 4.42418 -2.31833 -0.437 -1.002 -0.003 -0.66
C -0.16308 2.09187 -2.67732 -0.878 -1.663 -1.107 0.54
C 0.73461 0.94838 -2.83038 -1.683 -0.152 -1.005 0.00
C 0.38517 -0.14743 -3.75418 -1.637 1.527 -0.274 -0.66
C -0.86382 -0.10326 -4.53359 0.687 2.018 1.682 -0.36
C -1.76107 1.05703 -4.38176 1.942 -0.296 1.063 -0.58
C -1.41642 2.12779 -3.46296 1.424 -1.399 -0.114 -0.29
H -2.63267 3.76172 4.04998 -0.735 -0.400 -0.602 0.30
H -3.47185 2.14243 3.79630 0.212 1.034 -0.176 0.23
H -4.39977 3.66228 3.47169 0.997 -0.300 0.346 0.32
H -3.00885 2.04080 1.59602 -0.084 1.630 -0.042 -0.55
H -1.51278 4.69257 1.14794 -0.065 -0.874 0.509 0.28
H -0.92582 3.78192 2.62000 -0.688 0.027 -0.753 0.12
H -0.25907 1.64073 1.32523 -0.010 -0.327 0.235 -0.37
H -1.58067 2.14008 -0.08186 -0.388 -0.401 -0.319 -0.34
H 1.47956 2.83951 -0.07520 -0.947 0.090 -0.485 0.25
H 0.50719 4.33716 0.09144 0.148 -0.945 -0.768 0.09
H 1.69036 0.89007 -2.25398 -1.039 0.171 -0.568 0.38
H 1.05673 -1.02835 -3.92031 -0.591 1.042 0.408 0.32
H -1.13592 -0.92421 -5.23144 0.319 0.698 0.630 0.35
H -2.69393 1.12150 -4.98520 0.805 -0.093 0.602 0.33
H -2.09236 3.00470 -3.32933 0.691 -0.867 -0.145 0.32
C -6.49091 -0.94021 1.49345 -0.034 0.131 -0.022 -0.56
C -6.41889 -1.14369 -0.02303 -0.121 -0.068 -0.018 -0.59
C -4.95589 -0.96842 -0.44065 -0.357 0.100 -0.418 -0.71
S -3.96993 -1.43227 0.98145 -0.016 0.115 -0.044 0.95
O -3.27445 -0.26818 1.45618 0.088 -0.335 0.077 -0.62
O -3.28649 -2.67517 0.70470 0.103 0.189 0.083 -0.63
C -5.34414 -1.75777 2.07620 -0.421 -0.062 0.204 -0.76
H -7.45360 -1.25501 1.89937 0.049 0.018 -0.001 0.36
H -6.35365 0.11881 1.73036 0.016 -0.057 0.020 0.28
H -6.75435 -2.15528 -0.27079 0.021 0.037 0.033 0.31
H -7.06602 -0.44491 -0.55537 0.057 -0.031 0.015 0.32
H -4.69684 -1.60896 -1.28232 0.183 0.065 0.098 0.35
H -4.72955 0.07081 -0.68145 0.152 -0.060 0.119 0.37
H -5.08360 -1.46979 3.09328 0.182 -0.028 -0.088 0.41
H -5.55990 -2.82687 2.03157 0.080 0.030 -0.005 0.36
C 4.78148 5.99108 -3.93402 -0.033 0.050 -0.113 -0.57
C 3.55505 6.74739 -3.41530 0.072 0.077 0.053 -0.73
C 2.67832 5.74255 -2.66021 -0.062 0.468 -0.326 -0.48
S 3.78908 4.48229 -2.03418 -0.390 0.261 0.177 1.18
O 3.48853 3.23225 -2.68871 0.177 -0.050 0.222 -0.61
O 3.88170 4.59312 -0.59913 0.135 -0.314 -0.115 -0.70
C 5.27826 5.15576 -2.76129 0.349 0.142 -0.307 -0.79
H 5.55420 6.67134 -4.29699 -0.015 -0.051 -0.002 0.35
H 4.48956 5.33820 -4.76171 0.041 -0.001 0.051 0.28
H 3.87863 7.53993 -2.73349 0.018 -0.033 -0.042 0.28
H 2.99972 7.22038 -4.22681 0.002 -0.030 0.061 0.34
H 2.15667 6.20859 -1.82695 -0.076 -0.308 0.011 0.39
H 1.96063 5.26085 -3.32230 0.010 -0.103 0.202 0.31
H 5.94308 4.34678 -3.06030 -0.095 -0.073 0.138 0.40
H 5.76181 5.78171 -2.00942 -0.060 -0.069 0.025 0.33
C 0.71962 -6.35897 0.95088 0.005 0.083 -0.068 -0.58
C 0.12651 -4.94714 0.92480 -0.037 -0.083 -0.064 -0.31
C -1.39605 -5.08919 0.85665 0.220 0.270 -0.032 -0.53
S -1.79106 -6.64833 1.64355 0.206 0.481 -0.020 1.15
O -2.33907 -7.54387 0.65039 -0.165 -0.109 0.258 -0.67
O -2.45889 -6.39716 2.90019 -0.210 -0.341 -0.136 -0.69
C -0.10197 -7.13402 1.97413 0.444 -0.187 -0.036 -0.75
H 1.77956 -6.34928 1.21210 -0.027 -0.036 -0.057 0.29
H 0.61907 -6.81956 -0.03608 0.034 -0.022 0.063 0.30
H 0.40519 -4.41768 1.83992 -0.026 0.012 -0.073 0.04
H 0.50439 -4.36756 0.08549 -0.053 0.011 0.137 0.37
H -1.89807 -4.28172 1.38374 -0.155 -0.162 -0.108 0.31
H -1.74706 -5.13374 -0.17394 -0.087 -0.071 0.104 0.35
H -0.00103 -8.21425 1.87864 -0.181 0.017 0.060 0.42
H 0.14061 -6.82212 2.99150 -0.100 -0.011 -0.024 0.34
C 4.52070 -1.65799 2.55511 -0.140 0.035 0.079 -0.58
C 4.41849 -2.90704 3.43664 0.123 0.056 0.092 -0.74
C 3.51908 -3.91024 2.70846 -0.005 -0.098 0.534 -0.45
S 3.69719 -3.56331 0.95829 0.282 0.194 -0.027 1.13
O 2.43488 -3.08629 0.45461 0.246 -0.223 -0.135 -0.55
O 4.41710 -4.64586 0.32911 -0.315 -0.022 -0.114 -0.71
C 4.79496 -2.16743 1.14498 0.212 0.373 0.143 -0.74
H 5.30713 -0.98425 2.89700 -0.052 -0.017 -0.037 0.35
H 3.57379 -1.11151 2.57782 0.069 0.011 -0.050 0.31
H 5.41458 -3.33789 3.57453 -0.048 0.009 -0.025 0.29
H 4.02417 -2.67166 4.42625 0.009 -0.032 -0.058 0.35
H 3.82031 -4.93862 2.90417 -0.106 0.004 -0.173 0.41
H 2.47051 -3.77324 2.97387 0.025 0.016 -0.144 0.19
H 4.58842 -1.42796 0.37288 -0.083 -0.156 -0.067 0.41
H 5.81857 -2.53412 1.05098 -0.075 -0.054 -0.048 0.32
```
Forces are in eV/Å.

Calculated values
net charge: -1
Kohn-Sham gap: 7.15 eV
calculated total energy: -3811.89856 a.u.


[3]
2 unconnected molecules or ions with the total composition C27H47ClF4IN3O9S2 in a non-equilibrium geometry. Source: OMol25; level of theory: ωB97M-V/def2-TZVPD.

```
94
Properties=species:S:1:pos:R:3:forces:R:3:mulliken_charge:R:1
C 3.84028 -1.72003 -2.95772 0.261 -0.459 0.743 -1.22
C 3.52593 -1.73798 -1.45276 0.145 0.483 -0.727 -0.65
C 2.52002 -0.64870 -1.05419 -0.298 -0.510 -0.048 -0.71
I 3.55265 1.23050 -1.29153 0.004 0.043 0.053 0.08
C 1.83061 -0.95296 0.29901 0.695 0.875 1.011 2.39
C 2.85711 -1.06819 1.47476 -0.897 0.153 -0.752 -2.41
C 3.73184 0.08823 1.91256 1.239 -0.587 1.025 0.05
C 4.35672 -0.22504 3.29186 0.216 0.241 -0.926 -1.59
F 3.15223 1.33854 2.00427 -0.464 -0.072 -0.149 -0.34
O 1.38832 -2.31918 0.30480 0.041 -0.120 0.193 -0.59
C 0.32406 -2.88883 -0.39696 -1.320 -0.532 -1.164 -0.20
C -1.10159 -2.73695 0.18773 0.513 -0.584 0.195 0.11
C -1.35170 -3.61485 1.42203 -1.276 0.685 0.158 -0.71
C -2.88178 -3.80085 1.59036 0.296 0.795 -0.603 -1.07
C -3.60556 -2.44520 1.80349 0.636 -0.694 -0.209 0.04
S -4.82391 -2.02789 0.57660 -1.785 1.436 1.241 1.16
O -5.82425 -3.03475 0.44132 0.699 -1.352 -0.649 -0.63
O -5.34987 -0.77001 0.98128 0.585 0.935 0.081 -0.66
O -4.07971 -1.75870 -0.80684 0.220 -0.722 0.165 -0.39
C 0.21749 -2.68335 -1.94131 -0.048 -0.561 0.276 0.32
C -0.29663 -3.97878 -2.61408 -0.377 0.684 0.244 -0.72
S 0.31022 -4.26118 -4.30454 -0.426 -0.144 -0.061 -0.29
C 0.76811 -2.70482 -4.95825 -0.401 -0.577 0.656 0.38
N 1.82902 -2.64823 -5.64991 1.203 0.434 -0.719 -0.25
N 1.95301 -1.31290 -6.05097 1.066 -0.724 -0.756 -0.48
C 0.96808 -0.70371 -5.56083 -0.687 0.417 0.005 0.06
O 0.13556 -1.51702 -4.86079 -0.524 -0.200 0.265 -0.16
C 0.59963 -0.04495 0.59270 -0.204 0.244 -0.327 1.36
C -0.06606 -0.28936 1.96390 0.484 -0.044 -0.442 -0.60
C 0.49308 0.38389 3.20389 -0.196 0.294 0.902 -1.35
O 0.50133 1.80657 3.17309 -0.093 -0.228 -0.072 -0.36
O 0.81537 1.33819 0.37559 0.019 -0.461 0.011 -0.39
C -0.32059 2.02330 -0.11755 0.079 1.988 -0.829 1.11
C -0.76043 3.16532 0.82035 -0.824 -1.319 -0.420 -0.71
C -1.96010 3.94069 0.23671 0.460 0.655 0.697 -1.06
C -1.59869 5.37365 -0.21225 -0.617 -0.695 0.100 -0.58
Cl -2.36242 5.72677 -1.80420 0.342 0.179 -0.022 -0.23
C 0.01571 2.64446 -1.50761 -0.259 -0.493 -0.279 -1.01
C -0.96325 2.31624 -2.64222 0.320 0.103 -0.357 -1.05
C -0.88670 0.89150 -3.14400 -0.814 0.967 0.262 0.89
F -1.47395 0.03059 -2.27775 0.374 -0.175 0.017 -0.24
F -1.56705 0.74535 -4.29862 0.162 -0.017 -0.151 -0.36
F 0.37938 0.50935 -3.36968 -0.048 -0.015 0.520 -0.06
H 4.58625 -2.49519 -3.13697 -0.056 -0.063 -0.217 0.46
H 2.94127 -1.98924 -3.50869 0.140 0.235 -0.272 0.13
H 4.27833 -0.78147 -3.28314 -0.257 0.113 -0.147 0.35
H 4.44955 -1.57088 -0.89762 0.014 -0.220 0.120 0.57
H 3.14353 -2.73633 -1.24038 -0.069 0.092 0.380 0.33
H 1.72877 -0.57578 -1.79880 0.101 0.088 -0.053 -0.33
H 3.51634 -1.87301 1.14926 0.240 0.066 0.137 0.85
H 2.29557 -1.50152 2.30024 -0.004 0.154 0.183 0.75
H 4.58912 0.17682 1.24646 -0.240 0.137 -0.389 0.47
H 5.30927 0.30111 3.32741 0.016 0.049 0.323 0.43
H 4.56755 -1.29234 3.33771 -0.079 -0.027 0.320 0.35
H 3.72949 0.12588 4.10762 -0.131 -0.234 0.054 0.33
H 0.46770 -3.97007 -0.32627 0.655 0.037 0.411 0.69
H -1.76272 -3.14574 -0.57917 -0.002 0.071 -0.165 0.29
H -1.40706 -1.70267 0.32101 0.026 -0.038 0.037 -0.24
H -1.02000 -3.14307 2.34892 0.511 -0.201 -0.061 0.19
H -0.89536 -4.59225 1.28089 0.192 -0.007 0.171 0.54
H -3.13139 -4.46969 2.40828 -0.020 -0.184 -0.116 0.40
H -3.24720 -4.19074 0.63799 -0.163 -0.531 0.213 0.45
H -4.15904 -2.44531 2.73826 -0.322 0.097 -0.090 0.59
H -2.91570 -1.60418 1.85244 -0.022 0.066 -0.105 -0.30
H -4.23503 -2.52438 -1.38256 0.032 0.083 -0.078 0.33
H -0.53862 -1.92335 -2.13188 0.542 0.285 -0.275 0.13
H 1.17930 -2.46736 -2.39853 -0.027 0.313 0.187 -0.72
H -0.01007 -4.86610 -2.04877 0.252 -0.060 -0.160 0.39
H -1.38611 -3.97258 -2.62006 -0.046 -0.043 -0.164 0.46
H 0.76281 0.34636 -5.65341 -0.228 -0.071 0.080 0.52
H -0.09626 -0.33267 -0.20771 -0.099 -0.269 0.259 -0.57
H -1.12486 -0.03360 1.86837 -0.029 0.049 0.064 0.49
H 0.00899 -1.36024 2.15810 -0.216 -0.006 0.087 -0.05
H -0.16030 0.08222 4.03785 -0.049 -0.166 -0.110 0.48
H 1.48073 0.03095 3.49544 0.133 -0.163 -0.385 0.26
H 1.11965 2.08279 3.85513 0.024 0.138 -0.126 0.29
H -1.21889 1.40930 -0.24689 0.302 -0.525 0.181 0.26
H -1.15936 2.66661 1.69136 0.475 0.119 0.420 0.31
H 0.06750 3.81248 1.09704 0.068 -0.042 0.083 0.40
H -2.48934 3.38156 -0.52909 0.116 0.041 -0.193 0.54
H -2.67178 4.06847 1.05061 -0.157 -0.132 -0.042 0.46
H -2.02554 6.08360 0.48548 0.069 0.195 -0.034 0.36
H -0.52371 5.52123 -0.23122 0.008 0.128 -0.441 0.41
H 0.99852 2.32681 -1.84809 0.070 -0.102 0.223 0.06
H 0.07819 3.72901 -1.45248 -0.055 0.064 0.130 0.40
H -0.69354 2.94469 -3.49406 -0.060 -0.054 -0.090 0.33
H -2.01010 2.53234 -2.43436 -0.001 -0.046 0.167 0.31
C -1.79782 5.65021 5.06534 0.061 0.177 0.093 -0.81
N -1.34797 5.24250 3.70590 0.025 0.055 0.068 0.82
O -0.69605 6.04212 3.06329 -0.032 -0.030 -0.044 -0.54
O -1.66446 4.13559 3.33151 -0.158 0.223 0.293 -0.39
H -1.44254 6.65553 5.25911 0.028 -0.010 -0.066 0.31
H -2.88288 5.61004 5.07423 0.010 -0.113 0.012 0.29
H -1.37623 4.94285 5.77311 -0.085 -0.072 -0.030 0.28
```
Forces are in eV/Å.

Calculated values
Kohn-Sham gap: 8.86 eV
calculated total energy: -3851.96893 a.u.


Q: Which formula does entry 1 have?
A: C27H46Ge2N2O7P2ScSeSi